1.
{
  "formula": "C2H7N2S",
  "method": "ωB97M-V/def2-TZVPD",
  "orbital_gap_ev": 7.23,
  "multiplicity": 1,
  "total_charge": -1,
  "e_homo_ha": -0.1055,
  "symbols": ["C", "C", "N", "N", "H", "H", "H", "H", "H", "H", "S", "H"],
  "positions_angstrom": [[-1.0838, 0.4963, -0.5782], [-0.9154, -0.0532, 0.6506], [-0.4828, 0.6853, 1.7869], [-0.3119, 0.1790, -1.6994], [-1.8345, 1.2842, -0.7317], [-0.6448, -1.1249, 0.6390], [0.5340, 0.6109, 1.7479], [-0.8058, 0.3242, 2.6754], [0.6144, -0.2540, -1.4663], [-0.1249, 0.9853, -2.2740], [2.3944, -0.9400, -0.1800], [2.6612, -2.1932, -0.5702]],
  "forces_ev_per_angstrom": [[0.5, 1.1, 0.0], [0.3, -2.2, -0.7], [-1.0, 0.8, 0.3], [-0.3, -1.0, 0.0], [1.0, 0.7, 0.2], [0.6, 0.6, -0.1], [-0.2, 0.1, 0.2], [0.1, -0.2, 0.0], [-0.8, 0.0, 0.3], [-0.5, 0.0, -0.1], [0.2, 0.1, 0.0], [0.0, -0.1, 0.0]],
  "nbo_charge": [0.026, -0.180, -0.864, -0.872, 0.150, 0.157, 0.384, 0.337, 0.432, 0.362, -1.029, 0.097]
}

2.
{
  "formula": "C2H7N2S",
  "method": "ωB97M-V/def2-TZVPD",
  "orbital_gap_ev": 6.58,
  "multiplicity": 1,
  "total_charge": -1,
  "e_homo_ha": -0.0902,
  "symbols": ["C", "S", "H", "H", "H", "N", "C", "N", "H", "H", "H", "H"],
  "positions_angstrom": [[-1.9608, -2.2116, -0.3625], [-1.1585, -1.8934, 1.2353], [-1.8427, -1.1614, -0.7217], [-1.5595, -2.7839, -1.2075], [-3.0661, -2.4078, -0.2861], [0.7513, 1.1433, 0.6809], [1.9005, 1.3291, -0.0282], [2.3263, 2.4219, -0.5353], [0.4740, 0.2454, 1.0618], [-0.0159, 1.7715, 0.5091], [2.3076, 0.3358, -0.2515], [1.8440, 3.2111, -0.0943]],
  "forces_ev_per_angstrom": [[-1.0, 2.3, -0.7], [0.5, -0.8, 0.7], [-0.8, -0.7, -0.6], [0.4, -0.6, 0.7], [1.0, 0.0, 0.0], [0.0, 0.6, 0.4], [-1.4, -0.8, -0.4], [0.7, -0.1, 0.4], [-0.1, -0.4, -0.4], [0.1, 0.1, 0.2], [0.8, 0.5, -0.1], [-0.2, -0.2, -0.3]],
  "nbo_charge": [-0.765, -0.731, 0.190, 0.168, 0.168, -0.844, 0.297, -0.765, 0.438, 0.375, 0.154, 0.313]
}

3.
{
  "formula": "C2H7N2S",
  "method": "ωB97M-V/def2-TZVPD",
  "orbital_gap_ev": [4.76, 9.92],
  "multiplicity": 1,
  "total_charge": 1,
  "e_homo_ha": [-0.4237, -0.5280],
  "symbols": ["C", "C", "N", "N", "S", "H", "H", "H", "H", "H", "H", "H"],
  "positions_angstrom": [[-2.0698, 0.3977, 0.1806], [3.8279, -0.1408, -0.2778], [-3.1593, -0.2218, 0.0141], [-0.8106, -0.0810, 0.1176], [0.6152, 0.7389, 0.5297], [-2.1525, 1.5547, 0.5505], [4.3211, -0.5527, 0.6416], [3.0303, 0.6776, -0.1783], [4.2651, -0.3869, -1.1746], [-4.0201, 0.1255, 0.3997], [-3.2601, -1.0014, -0.6069], [-0.5872, -1.1098, -0.1962]],
  "forces_ev_per_angstrom": [[3.0, 4.4, 2.2], [-1.3, 1.3, 3.2], [-1.8, -1.3, -0.9], [0.3, -2.3, -1.2], [-1.0, 0.1, 0.0], [0.4, -3.1, -0.7], [-0.8, 0.6, -1.0], [1.7, -1.5, -0.3], [0.7, -0.3, -2.0], [-0.2, 0.5, -0.2], [0.1, -0.8, 0.1], [-1.1, 2.4, 0.8]],
  "nbo_charge": [0.406, -0.480, -0.685, -0.731, 0.403, 0.257, 0.180, 0.140, 0.168, 0.450, 0.436, 0.455]
}

4.
{
  "formula": "C2H7N3",
  "method": "ωB97M-V/def2-TZVPD",
  "orbital_gap_ev": [8.07, 7.33],
  "multiplicity": 1,
  "total_charge": 2,
  "e_homo_ha": [-0.7355, -0.7256],
  "symbols": ["C", "C", "N", "N", "N", "H", "H", "H", "H", "H", "H", "H"],
  "positions_angstrom": [[-1.7911, 0.5324, 0.0052], [1.4343, 0.2959, -0.0143], [-2.7526, -0.2295, 0.0396], [2.6926, -0.0552, -0.0467], [0.4204, -0.4886, 0.0277], [-1.5857, 1.5913, -0.0448], [1.2398, 1.3701, -0.0318], [-3.7386, 0.1156, 0.0259], [-2.6920, -1.2623, 0.0921], [3.4211, 0.6508, -0.0725], [3.0006, -1.0245, -0.0547], [0.3514, -1.4960, 0.0742]],
  "forces_ev_per_angstrom": [[3.0, -0.9, 0.0], [0.9, 1.2, -0.1], [-1.3, -0.8, 0.1], [0.1, -0.4, 0.0], [-2.7, 0.3, 0.0], [-0.1, 0.3, 0.0], [0.0, -0.1, 0.0], [0.3, 0.1, 0.0], [0.2, 0.3, 0.0], [-0.1, 0.0, 0.0], [-0.1, 0.2, 0.0], [-0.2, -0.2, 0.0]],
  "nbo_charge": [0.558, 0.325, -0.650, -0.672, -0.453, 0.281, 0.250, 0.511, 0.501, 0.463, 0.445, 0.440]
}

The records above yield E_tot values of -16002.077, -16003.235, -15991.891, -6635.180 eV, respectively.